1) DFT (wB97M-V/def2-TZVPD) results for C38H47N6O3Si3Ti as an isolated structure.

- LUMO energy (alpha / beta): -0.71 / -0.69 eV
- HOMO energy (alpha / beta): -7.44 / -7.48 eV
- Frontier orbital gap (alpha / beta): 6.73 / 6.79 eV
- Multiplicity: 2

```
98
Properties=species:S:1:pos:R:3:mulliken_spin:R:1
Ti 0.3260 -0.3264 0.2244 0.92
O 3.7467 -1.2712 -1.8488 0.00
C 2.6307 -0.9678 -1.4755 0.02
N 2.2662 -0.4966 -0.2491 -0.02
C 2.9352 -1.1680 0.8126 -0.02
C 4.1749 -0.8250 1.3258 -0.01
C 4.7444 -1.6183 2.3134 0.00
C 4.0799 -2.7596 2.7463 0.00
C 2.8365 -3.1042 2.2348 0.01
C 2.2323 -2.2881 1.2777 0.03
N 0.8879 -2.4173 0.8245 -0.02
C 0.4270 -3.6812 0.7122 0.00
O 1.0889 -4.7157 0.7618 0.00
C -1.0770 -3.8759 0.6742 0.01
C -1.5908 -4.9156 1.4520 0.00
C -2.9509 -5.1490 1.4428 0.00
C -3.7585 -4.3671 0.6260 0.00
C -3.1542 -3.3786 -0.1271 0.00
N -1.8464 -3.1159 -0.0953 0.00
C 1.4497 -1.2609 -2.3770 0.01
C 1.6629 -1.7115 -3.6686 0.01
C 0.5759 -2.1224 -4.4163 0.00
C -0.6825 -2.0883 -3.8362 0.00
C -0.8068 -1.6309 -2.5382 0.02
N 0.2350 -1.2079 -1.8185 -0.07
H 4.6820 0.0457 0.9311 0.00
H 5.7153 -1.3662 2.7204 0.00
H 4.5387 -3.3955 3.4940 0.00
H 2.3358 -3.9955 2.5806 0.00
H -0.9068 -5.5210 2.0291 0.00
H -3.3782 -5.9401 2.0462 0.00
H -4.8267 -4.5267 0.5639 0.00
H -3.7501 -2.7581 -0.7907 0.00
H 2.6796 -1.7396 -4.0335 0.00
H 0.7068 -2.4780 -5.4301 0.00
H -1.5622 -2.4222 -4.3685 0.00
H -1.7639 -1.6295 -2.0420 0.00
C 0.8473 2.0419 2.7407 0.01
O 0.4528 1.6490 1.4342 0.04
Si -0.3048 2.7290 0.3310 -0.01
C -2.1336 2.8798 0.7937 0.00
C 0.3423 4.4480 0.7372 0.00
C 0.1171 1.8376 -1.1823 0.04
Si 1.8576 2.4466 -1.6512 0.01
C 2.7371 1.5681 -3.0854 0.00
C 3.0956 2.4657 -0.2102 0.01
C 1.8962 4.2405 -2.2822 0.00
Si -1.0152 2.2625 -2.6039 0.01
C -2.7165 1.4133 -2.7355 0.00
C -0.2985 1.8761 -4.3040 0.00
C -1.5535 4.0786 -2.6160 0.00
H 1.1692 3.0833 2.7361 0.00
H 1.6901 1.4335 3.0592 -0.01
H 0.0281 1.9212 3.4545 0.00
H -2.3563 3.9234 1.0308 0.00
H -2.3811 2.2888 1.6810 0.00
H -2.8110 2.5774 -0.0046 0.00
H -0.0029 4.7288 1.7374 0.00
H -0.1153 5.1563 0.0410 0.00
H 1.4221 4.5755 0.6942 0.00
H 2.1359 0.8794 -3.6713 0.00
H 3.6236 1.0320 -2.7457 0.00
H 3.0714 2.3522 -3.7714 0.00
H 4.0029 1.9535 -0.5416 0.00
H 2.7583 1.9622 0.6940 0.00
H 3.3747 3.4914 0.0425 0.00
H 1.5002 4.3300 -3.2955 0.00
H 2.9570 4.5109 -2.3303 0.00
H 1.3969 4.9794 -1.6559 0.00
H -2.6981 0.3295 -2.8666 0.00
H -3.1410 1.8268 -3.6557 0.00
H -3.4112 1.6676 -1.9311 0.00
H -0.0559 0.8137 -4.3993 0.00
H 0.5955 2.4428 -4.5598 0.00
H -1.0649 2.1080 -5.0499 0.00
H -1.9943 4.3803 -1.6602 0.00
H -2.3236 4.2239 -3.3796 0.00
H -0.7375 4.7659 -2.8336 0.00
C -4.0568 0.0067 0.3066 0.01
C -4.4563 -0.2186 1.6095 0.00
C -3.5049 -0.5558 2.5592 0.00
C -2.1712 -0.6471 2.1832 -0.01
N -1.7857 -0.3913 0.9271 -0.03
C -2.7087 -0.0993 0.0152 0.02
C -1.1057 -1.0289 3.1448 0.02
C -1.4058 -1.6789 4.3342 0.00
C -0.3700 -1.9877 5.2028 0.00
C 0.9178 -1.6273 4.8600 0.00
C 1.1303 -1.0044 3.6390 0.00
N 0.1462 -0.7308 2.7857 0.00
H -4.7553 0.2703 -0.4754 0.00
H -5.4967 -0.1323 1.8950 0.00
H -3.7974 -0.7239 3.5844 0.00
H -2.3355 0.0906 -0.9787 0.00
H -2.4196 -1.9612 4.5765 0.00
H -0.5742 -2.5033 6.1321 0.00
H 1.7598 -1.8367 5.5049 0.00
H 2.1297 -0.7245 3.3305 0.00
```



2) DFT (wB97M-V/def2-TZVPD) results for C38H47N6O3Si3Ti as an isolated structure.

- LUMO energy (alpha / beta): -1.35 / -1.36 eV
- HOMO energy (alpha / beta): -7.01 / -7.42 eV
- Frontier orbital gap (alpha / beta): 5.66 / 6.06 eV
- Multiplicity: 2

```
98
Properties=species:S:1:pos:R:3:mulliken_spin:R:1
Ti -0.5465 -0.3675 0.0790 0.72
O -3.0602 1.2443 -2.8264 0.00
C -2.4715 1.0248 -1.7707 0.01
N -1.8243 -0.0948 -1.4067 0.00
C -1.8369 -1.1990 -2.2640 0.01
C -2.8427 -1.5478 -3.1640 0.00
C -2.7184 -2.7076 -3.9139 0.00
C -1.6065 -3.5220 -3.7808 0.00
C -0.5854 -3.1701 -2.9126 0.00
C -0.6951 -2.0097 -2.1591 0.02
N 0.3427 -1.5219 -1.3209 -0.02
C 1.4966 -1.3456 -2.0049 0.03
O 1.6263 -1.4804 -3.2187 0.00
C 2.7786 -1.0565 -1.2624 0.00
C 3.7906 -2.0138 -1.3669 0.00
C 5.0373 -1.7192 -0.8499 0.00
C 5.2422 -0.4796 -0.2617 0.00
C 4.1810 0.4063 -0.2269 0.00
N 2.9818 0.1315 -0.7133 0.00
C -2.3891 2.1078 -0.7345 0.01
C -2.8921 3.3712 -1.0397 0.00
C -2.7569 4.3875 -0.1141 0.00
C -2.1260 4.0924 1.0881 0.00
C -1.6823 2.7991 1.3123 0.02
N -1.8004 1.8121 0.4292 -0.01
H -3.7075 -0.9161 -3.2832 0.00
H -3.5008 -2.9735 -4.6098 0.00
H -1.5189 -4.4245 -4.3663 0.00
H 0.3050 -3.7770 -2.8384 0.00
H 3.5897 -2.9508 -1.8638 0.00
H 5.8430 -2.4370 -0.9243 0.00
H 6.2019 -0.2086 0.1477 0.00
H 4.2839 1.3955 0.2065 0.00
H -3.3730 3.5184 -1.9960 0.00
H -3.1235 5.3829 -0.3201 0.00
H -1.9899 4.8521 1.8415 0.00
H -1.2076 2.5473 2.2482 0.00
C -0.3841 0.9959 4.0579 0.00
O -0.7689 0.2655 2.9296 0.05
Si -1.4355 -1.2641 3.1028 -0.01
C -2.7289 -1.1465 4.5238 0.00
C -0.1449 -2.4371 3.9272 0.00
C -1.9657 -1.5617 1.3072 0.06
Si -1.9251 -3.4482 0.9218 0.01
C -0.2855 -4.2884 0.3495 0.01
C -3.1940 -3.9895 -0.4073 0.00
C -2.3401 -4.5721 2.4423 0.00
Si -3.8003 -0.9322 1.2041 0.01
C -4.7801 -0.8060 -0.4393 0.00
C -4.9967 -2.0747 2.2135 0.00
C -4.1273 0.8035 1.9817 0.00
H 0.2417 0.3902 4.7174 0.00
H -1.2653 1.3246 4.6155 0.00
H 0.1895 1.8717 3.7469 0.00
H -2.2554 -1.0756 5.5013 0.00
H -3.3555 -2.0299 4.5404 0.00
H -3.3886 -0.2932 4.4139 0.00
H 0.7225 -1.8950 4.2951 0.00
H 0.2124 -3.1912 3.2377 0.00
H -0.5881 -2.9560 4.7728 0.00
H -0.5309 -5.2063 -0.1769 0.00
H 0.3493 -4.5696 1.1854 0.00
H 0.2862 -3.6670 -0.3310 0.00
H -3.0717 -3.4400 -1.3314 0.00
H -4.2109 -3.8475 -0.0616 0.00
H -3.0725 -5.0433 -0.6415 0.00
H -1.4502 -4.8870 2.9754 0.00
H -2.8512 -5.4723 2.1145 0.00
H -2.9810 -4.0864 3.1677 0.00
H -4.6691 -1.6873 -1.0560 0.00
H -4.5128 0.0592 -1.0326 0.00
H -5.8361 -0.7064 -0.1978 0.00
H -5.7758 -2.4779 1.5767 0.00
H -5.4935 -1.5330 3.0112 0.00
H -4.4961 -2.9215 2.6602 0.00
H -3.2797 1.1612 2.5525 0.00
H -4.9861 0.7660 2.6448 0.00
H -4.3551 1.5426 1.2196 0.00
C 2.8156 -1.8805 2.5189 -0.01
C 3.2159 -0.6917 3.1467 0.01
C 2.6536 0.4867 2.7304 0.00
C 1.6626 0.4721 1.7278 -0.04
N 1.1499 -0.7118 1.2581 -0.01
C 1.7804 -1.8308 1.6120 0.02
C 1.2861 1.6221 0.9646 0.06
C 1.7189 2.9371 1.2162 0.00
C 1.5527 3.8991 0.2528 0.02
C 0.9818 3.5325 -0.9786 -0.01
C 0.5171 2.2487 -1.1361 0.03
N 0.5974 1.3194 -0.1815 0.00
H 3.2914 -2.8178 2.7577 0.00
H 3.9677 -0.7064 3.9203 0.00
H 3.0017 1.4252 3.1351 0.00
H 1.4308 -2.7320 1.1297 0.00
H 2.1895 3.1799 2.1582 0.00
H 1.8772 4.9138 0.4220 0.00
H 0.9057 4.2462 -1.7826 0.00
H 0.0535 1.9412 -2.0699 0.00
```



Stability, lowest: 2)



1) DFT (wB97M-V/def2-TZVPD) results for an isolated ion of composition C9H19N2Si and charge +1.

- LUMO energy (alpha / beta): -4.69 / -4.69 eV
- HOMO energy (alpha / beta): -11.93 / -11.93 eV
- Charge: +1
- Frontier orbital gap (alpha / beta): 7.24 / 7.24 eV

```
31
Properties=species:S:1:pos:R:3:nbo_charge:R:1
H -2.2447 -2.1371 -0.8212 0.39
N -1.7836 -1.2472 -1.0320 -0.61
C -1.5553 -0.3191 -0.2421 0.27
C -0.7074 0.8607 -0.5862 0.10
N 0.4886 1.0224 -1.1282 -0.42
C 1.6065 0.2601 -1.2804 -0.41
C 1.4588 -1.2459 -1.1014 -0.67
Si 3.2166 1.1087 -1.5186 1.34
C 4.7812 0.1106 -1.6227 -1.12
C -1.9386 -0.1113 1.2186 -0.15
C -0.7148 0.2126 2.0516 -0.59
C -2.6388 -1.3299 1.6847 -0.61
C -2.8529 1.1462 1.2118 -0.62
H -1.2859 1.7835 -0.5408 0.23
H 0.4386 2.0589 -1.4284 0.44
H 1.4230 -1.6583 -0.1006 0.23
H 0.5196 -1.4737 -1.5757 0.26
H 2.2950 -1.6551 -1.8181 0.24
H 3.3248 2.5631 -1.7998 -0.14
H 5.5560 0.7159 -1.1977 0.27
H 4.6652 -0.8302 -1.1138 0.27
H 4.9896 -0.0834 -2.6860 0.28
H -0.1789 1.1634 1.5270 0.20
H -1.0781 0.2387 3.0655 0.25
H 0.0625 -0.5346 1.7874 0.21
H -3.5187 -1.6045 0.9980 0.22
H -1.9561 -2.1933 1.6374 0.22
H -3.0238 -1.1277 2.6751 0.23
H -2.2784 2.0771 1.3923 0.22
H -3.6156 1.1840 0.3178 0.23
H -3.4541 1.0456 2.0265 0.23
```



2) DFT (wB97M-V/def2-TZVPD) results for an isolated ion of composition C9H19N2Si and charge +1.

- LUMO energy (alpha / beta): -4.48 / -4.47 eV
- HOMO energy (alpha / beta): -11.53 / -11.53 eV
- Charge: +1
- Frontier orbital gap (alpha / beta): 7.05 / 7.06 eV

```
31
Properties=species:S:1:pos:R:3:nbo_charge:R:1
C 2.0118 1.8628 -0.8325 0.20
C -0.7239 -0.5010 -0.5890 -0.67
C 1.5139 -0.3908 0.0522 0.66
C 2.1247 3.1970 -0.3168 -0.77
C 2.8113 -1.0778 0.3184 -0.70
C 0.4826 -2.4654 -0.0884 -0.45
C -2.0736 0.8138 1.9462 -1.22
C -3.7941 -0.9277 0.2397 -1.15
C -0.6677 -0.1347 -2.0943 -0.61
N 1.5471 0.9648 0.0954 -0.68
N 0.4196 -1.0892 -0.0586 -0.30
Si -1.9761 -0.4145 0.5661 1.74
H 3.1099 3.5924 -0.7685 0.27
H 1.2237 3.7550 -0.7069 0.28
H 2.1484 3.3241 0.7419 0.20
H 3.1825 -1.3997 -0.6188 0.27
H 3.4820 -0.2141 0.5956 0.26
H 2.7107 -1.7492 1.0978 0.25
H 0.9400 -2.7457 0.8628 0.22
H -0.5542 -2.9886 -0.2479 0.27
H 1.1761 -2.9122 -0.8772 0.25
H -1.4054 0.6533 2.9213 0.27
H -1.9396 1.8980 1.5449 0.28
H -3.0855 0.9612 2.3855 0.28
H -4.0781 -1.8341 0.8092 0.27
H -4.5319 -0.1775 0.2410 0.26
H -3.8437 -1.2271 -0.8667 0.25
H -1.0782 -0.8037 -2.7415 0.22
H -0.9603 0.9173 -2.4519 0.24
H 0.4661 -0.2147 -2.2786 0.22
H 1.3620 1.3280 1.1198 0.39
```



Stability, lowest: 2)